39
Properties=species:S:1:pos:R:3:forces:R:3 method="wB97M-V/def2-TZVPD" smiles="COB(O)P(F)Cl.CCOC(C)=O.CCOC(C)=O" charge=0 e_homo_ev=-8.54 de_lowest_kj_mol=38.2 mol_weight_g_mol=320.49
H 3.04125 -2.21874 5.60803 0.0 0.0 0.1
H -0.66518 -1.51824 4.86242 0.0 0.0 -0.2
Cl -2.37949 0.04795 -0.89079 0.1 0.5 0.0
H -0.43069 0.60205 -5.60263 -0.1 0.1 0.0
H -0.38977 1.25679 -7.24449 0.0 0.0 0.0
H -1.49661 -0.78989 -8.11085 0.0 -0.1 0.0
C -2.10102 -1.96138 -5.13810 0.1 0.2 0.3
H 4.09074 -1.54010 6.85817 0.0 0.0 0.0
P -2.06213 1.03363 0.90978 0.5 -1.3 0.9
H -0.83699 4.44978 0.46232 -0.3 -0.1 -0.3
B -0.94169 2.54467 0.41812 -0.3 0.4 -1.1
H -2.52616 -0.02635 -6.92281 0.0 0.0 0.1
H 3.30780 0.74902 6.30430 -0.1 0.1 -0.1
H 0.62752 -1.60238 6.03678 0.2 -0.1 0.0
H 0.80423 -2.42572 4.47084 0.0 0.0 0.0
C 3.60393 -1.33367 5.90497 -0.1 -0.1 -0.1
O 2.12154 0.22883 4.76116 0.0 0.4 0.0
H -1.64401 -0.46543 -3.68928 0.0 0.0 0.0
O -1.52212 3.76263 0.42798 -0.2 0.6 0.4
O 0.35613 2.46228 0.05205 0.4 -0.5 1.0
H 2.10097 1.94043 1.00176 0.1 0.2 0.1
H 0.71862 1.04563 1.62112 -0.1 0.1 -0.4
H -2.79994 0.10524 -4.91325 0.2 0.1 0.0
F -3.46681 1.72265 1.15819 -0.5 0.5 -0.3
C 0.98118 -0.31156 4.30268 -0.1 -0.4 -0.1
C -2.48485 -0.74980 -4.31962 -0.4 0.1 -0.3
C 0.41602 -1.54025 4.97224 -0.2 0.2 0.4
C 2.71145 -0.11575 6.01939 0.1 -0.2 0.1
H 4.37046 -1.16919 5.14796 0.0 0.1 0.0
H 1.42088 0.70048 -0.00557 -0.1 -0.3 0.0
C -0.39647 0.33666 -6.65933 0.0 0.0 0.1
O -1.55898 -1.78446 -6.36207 -0.1 -0.3 -0.2
C 1.16905 1.46379 0.72332 0.3 0.1 -0.8
C -1.57041 -0.53525 -7.05471 0.1 0.2 0.0
H 0.54020 -0.19409 -6.82918 0.0 0.0 -0.1
H 1.94606 -0.23305 6.78706 -0.1 0.0 0.0
O 0.47026 0.15623 3.31900 0.1 -0.1 0.4
H -3.32555 -1.02027 -3.68610 0.1 -0.1 0.1
O -2.19943 -3.07315 -4.70087 0.0 -0.1 -0.1

***

50
Properties=species:S:1:pos:R:3:forces:R:3 method="wB97M-V/def2-TZVPD" charge=0 e_homo_ev=-7.56 mol_weight_g_mol=607.45
P -5.30134 -1.87507 -0.60887 -1.2 3.3 0.3
C -4.06140 -1.96293 -2.05841 0.2 -1.0 -1.1
H 1.41967 -1.26997 -2.22691 0.4 0.4 0.9
H -2.31185 -0.81996 -3.94508 -0.2 0.2 0.1
C 1.77684 -1.14112 -1.17681 -0.2 -0.9 1.1
H -2.61986 1.00042 -1.36328 0.0 -1.1 -0.1
O -2.77132 -3.54028 -0.76917 -1.3 1.0 0.8
H -0.76443 -0.89525 -2.49299 -0.7 0.4 0.6
H 4.21855 3.31730 2.34399 0.1 -0.1 -0.1
O 4.08655 0.62096 2.22368 0.6 -0.2 -0.2
H -5.83908 -3.95205 -0.84070 0.2 2.3 1.1
Br -5.18858 -2.43032 -3.66871 -0.1 -0.2 0.8
C 5.21074 3.02089 2.68120 -0.2 0.6 -0.2
C 0.88882 -0.17362 -0.29011 1.2 1.3 -0.2
O 0.90542 5.01677 0.77520 0.2 -0.2 -0.4
C 4.54870 0.88618 3.33984 0.5 0.7 1.8
Mg 5.14425 0.77108 0.53260 -0.9 1.5 -1.1
H -3.28803 0.57142 -3.92132 0.0 -0.2 0.4
H -2.91570 -0.41100 -0.29015 0.2 0.2 -1.1
N -3.19281 -0.40087 -3.64864 0.4 -0.2 -0.7
O 4.54120 0.07105 4.37550 -0.3 0.0 -0.7
H -0.91822 -1.42710 -0.77472 -0.4 0.6 -1.0
N -6.11495 -0.53704 -0.80466 0.9 -1.3 0.7
C -1.08592 -0.55508 -1.47678 0.4 -1.0 0.9
O 2.43950 4.94353 -1.03769 0.1 0.1 0.5
O -4.59368 -1.94876 0.90018 -0.6 -0.6 -1.5
H 2.85849 -0.82791 -1.14622 -1.0 -0.2 -0.3
O 2.53753 6.69894 0.56713 0.2 -0.3 -0.3
O 3.15355 4.53687 1.23775 -0.1 0.0 0.1
H 5.81696 2.66919 1.84011 0.1 0.1 0.1
Cl 2.26348 5.29958 0.40111 -1.1 1.2 0.9
Cl 4.24390 3.61615 -1.01889 1.2 -2.4 0.0
O -2.47515 -3.73507 -2.93631 -1.9 2.5 1.0
C 3.93769 -1.20718 4.12709 -0.3 -0.6 0.1
H -6.03670 0.04933 0.02977 -0.4 -0.1 -0.4
H 4.48191 -1.74552 3.35018 -0.1 0.1 0.0
C -3.02412 -3.14297 -1.93134 2.2 -3.1 -1.4
H 2.88890 -1.09052 3.85346 0.1 0.1 -0.1
H 1.57052 0.66415 0.04960 -0.9 -0.7 -0.3
O -0.16091 0.47560 -1.02409 -0.4 -1.3 0.4
H 3.99302 -1.78156 5.04884 0.1 0.3 0.0
H 1.73216 -2.16091 -0.69411 0.1 0.9 -0.7
O 5.12312 2.01190 3.70499 -0.3 -0.7 -0.5
H 0.50209 -0.65397 0.65443 0.2 0.2 -1.1
K -6.36290 -5.48911 -1.72766 -0.3 -1.6 -1.4
N -3.52585 -0.64035 -2.33324 0.0 -0.3 1.0
O -6.40892 -3.15584 -0.78454 2.6 -0.2 0.7
H 5.70138 3.88886 3.11473 0.0 -0.2 0.1
H -4.43161 -1.02709 1.17162 -0.2 -0.4 -0.1
C -2.59160 -0.13177 -1.33159 0.9 1.3 0.7

***

47
Properties=species:S:1:pos:R:3:forces:R:3 method="wB97M-V/def2-TZVPD" charge=-2 e_homo_ev=-1.23 de_lowest_kj_mol=156.3 mol_weight_g_mol=914.29
H -1.96306 -3.44332 -1.89112 0.0 0.0 0.0
O 0.77447 2.23857 -1.00197 0.0 0.0 0.2
Se 1.33082 -5.82180 -0.26837 -0.1 0.0 0.0
H -4.59236 -0.95723 -0.65257 0.0 0.0 0.0
S -2.45134 -1.88851 -0.24327 0.1 0.0 0.0
O -3.31407 3.03892 1.26775 0.0 -0.1 0.1
O -2.04658 -0.98022 -1.39644 -0.2 0.1 0.2
H 6.15132 -1.28304 1.53872 0.0 0.0 0.0
C 5.17425 -0.51466 -0.21196 0.1 0.0 0.0
H -1.52649 -4.10963 -0.32111 0.0 0.0 0.0
H 2.29445 2.10426 1.30889 0.1 -0.2 0.0
H -1.58671 4.27202 -1.17345 0.0 0.0 0.0
O -1.50432 1.26371 0.99767 0.1 0.2 -0.3
H -5.72544 -3.40419 -1.01059 0.0 0.0 0.0
P 0.83189 3.21297 0.13575 -0.1 -0.1 -0.2
O 1.64919 4.53264 -0.25314 0.0 0.0 -0.1
Sb 2.67358 -3.79335 -0.24722 -0.1 0.0 -0.2
H -0.63957 3.90975 2.69392 0.0 0.0 0.0
H -3.76333 -5.07263 -1.50499 0.0 0.0 0.0
H -3.91055 -4.60145 0.18420 0.0 0.0 0.0
H -1.80541 5.06480 2.01754 0.0 0.0 0.0
C -4.68467 -3.11268 -1.17173 0.0 0.1 0.0
H 6.91484 0.20244 0.89573 0.0 0.0 0.0
C -0.82894 4.60404 1.87584 0.0 0.0 0.0
H 5.41057 -0.11158 -1.19835 0.0 0.0 0.0
C 4.23771 0.40057 0.42052 0.0 -0.1 0.0
H -4.57198 -2.83651 -2.22301 0.0 0.0 0.0
H 1.11841 5.02933 -0.89506 0.0 0.0 0.0
O 1.49575 2.71000 1.43930 -0.1 0.2 0.1
Se 0.68769 -2.11738 0.23853 0.0 0.3 0.2
Cd -0.08598 0.17550 -0.52158 0.3 -0.6 0.2
C -3.70045 -4.22470 -0.82103 0.0 0.0 0.0
Se 3.76771 -3.23265 -2.34856 0.0 0.1 -0.1
N 3.53180 1.14990 0.92430 0.0 0.0 0.0
C -4.27924 -1.93599 -0.29073 0.0 0.0 -0.2
P -2.06134 2.51196 0.37220 -0.2 -0.2 0.0
H 7.12192 -1.35861 0.07221 0.0 0.0 0.0
O -1.08416 4.80602 -0.52326 0.1 -0.1 0.1
H -4.61817 -2.06413 0.73909 0.0 0.0 0.0
C 6.42558 -0.73885 0.63550 0.0 0.0 0.0
Se 4.17170 -3.59699 1.64965 0.1 0.1 0.2
H -4.02641 3.23535 0.64922 0.0 0.0 0.0
C -2.31593 -3.59511 -0.86928 0.1 0.1 0.0
H 4.66306 -1.46669 -0.38716 0.0 0.0 0.0
H -0.05774 5.37645 1.88556 0.0 0.0 0.0
C -0.81684 3.86899 0.54981 0.0 0.1 -0.2
O -2.46561 2.55372 -1.06594 0.0 0.1 0.0

***

46
Properties=species:S:1:pos:R:3:forces:R:3 method="wB97M-V/def2-TZVPD" charge=+4 e_homo_ev=-20.33 de_lowest_kj_mol=0.0 mol_weight_g_mol=572.23
C 2.56373 -3.82715 -1.32628 -0.5 0.3 0.7
H 0.89856 -4.23580 -5.02279 -0.1 0.0 0.3
O -2.36870 4.69812 0.48585 3.0 -0.1 -1.4
H 1.57203 -1.42684 0.20469 -0.2 0.1 0.0
H 0.01853 -2.21231 -2.50460 0.0 -0.1 -0.1
O -2.83246 0.59671 0.88627 0.3 1.1 0.1
N -2.76479 2.08424 4.90925 0.3 -1.0 -1.7
H 3.41936 0.73677 0.86634 0.3 0.4 -0.1
H -5.05898 3.98786 2.13495 0.1 0.9 -0.2
O -1.13087 2.09868 0.24399 1.5 2.9 -1.5
O -1.34838 -0.13100 -0.65833 1.9 0.5 0.0
O -0.70334 0.27461 1.67349 1.2 0.1 -1.0
H -3.46892 0.24074 5.12783 0.4 -0.6 0.0
O -1.83015 2.37002 5.61698 -0.3 0.5 0.2
H -3.50316 3.22467 2.18056 0.4 0.2 -0.3
H 3.15840 -4.13461 -0.47890 0.1 -0.3 -0.2
O -3.62856 2.87091 4.57738 0.0 0.5 0.3
O 1.84217 2.75746 0.30918 -2.4 0.3 -1.8
N 1.50679 -2.99439 -1.13729 -0.5 -0.8 -1.0
H -4.63223 2.95547 0.85905 0.5 0.4 -0.8
Hf -0.06651 4.27169 -0.76987 -2.0 -3.1 3.8
H 0.56262 -2.51843 -4.80600 0.1 0.1 -0.2
C 1.33718 -3.27878 -4.73256 0.5 -0.4 -1.8
H 3.17713 -4.80998 -3.29667 0.5 0.0 0.4
H 2.22339 0.85419 2.08772 -0.4 0.4 -0.3
C 0.91137 -2.80222 -2.35457 1.4 1.0 0.4
C 2.63402 -4.10276 -2.68530 0.1 0.4 -1.8
O -4.23687 5.79791 0.55534 0.7 0.3 -0.2
H -3.27847 0.46651 3.41832 0.1 1.0 -0.2
C 1.12902 -2.42153 0.15925 0.5 0.2 0.5
O 3.27723 3.65120 1.61100 -0.4 -0.4 -0.1
H 2.46792 -3.20938 -6.69397 -0.8 -0.2 0.1
C 2.56874 -3.04906 -5.62153 0.9 0.7 0.0
H 3.41610 -3.68534 -5.35428 -0.2 -0.3 0.2
H 3.77980 1.29700 2.55296 0.5 1.1 -0.4
C 3.10988 1.36572 1.69948 -1.0 -2.3 0.3
C -2.80918 0.68708 4.37818 -0.3 -0.2 1.4
N 2.72804 2.68282 1.19429 1.7 2.0 1.4
H 0.06397 -2.36828 0.36798 -0.1 -0.2 -0.5
Cl -1.44444 0.67376 0.51668 -3.4 -2.2 1.2
H 1.60076 -3.02203 0.93511 -0.1 -0.1 -0.1
N 1.71988 -3.31291 -3.32662 -1.5 -0.9 2.5
H 2.97879 -2.03863 -5.55514 -0.3 0.1 0.3
H -1.77272 0.35789 4.44410 -0.1 -0.3 0.0
C -4.20575 3.71726 1.51339 -0.5 -1.3 1.4
N -3.58093 4.86211 0.81510 -1.9 -0.7 0.0

***

34
Properties=species:S:1:pos:R:3:forces:R:3 method="wB97M-V/def2-TZVPD" smiles="C[C@H](F)N(C(N(C)C)=[N+](C)C)[C@@H](C)F" charge=+1 e_homo_ev=-13.39 de_lowest_kj_mol=52.4 mol_weight_g_mol=208.28
C -1.73289 0.77138 -1.14805 0.5 -2.1 -1.5
C -1.03247 -0.86003 2.28349 -2.6 -0.5 -0.5
H -2.75936 0.18152 1.36030 1.3 -1.1 -0.6
H 0.63012 -3.08289 -1.32426 0.0 -0.5 0.8
H 0.81952 1.78120 2.20501 0.6 0.7 -0.4
H -3.18398 2.39042 -0.81803 -0.4 -1.7 0.0
C 0.01726 -2.19895 -1.46078 2.4 -1.5 -1.3
F -2.43591 -1.59139 0.40164 0.3 0.0 0.2
H -0.81044 -2.24693 -0.90132 -3.3 -0.4 1.7
H 2.12249 -1.58573 -2.73406 -0.5 -0.9 0.4
H -0.11120 -2.36140 -2.53414 -0.4 1.4 -0.1
C 2.16692 -1.17863 -1.72672 0.5 -0.6 1.5
H -0.33985 1.84145 1.03970 -1.5 0.6 -0.5
C -3.18838 1.27998 -1.09426 0.6 0.8 0.3
H 1.04207 2.93472 0.75048 0.2 -0.8 0.1
H -1.43254 -1.90611 2.57155 1.0 1.9 0.0
H 3.33330 1.10014 -0.06136 1.3 2.1 -3.3
H -3.79897 0.58583 -0.46379 0.6 1.0 -0.1
C 0.57053 -0.11629 -0.21639 -4.9 1.7 1.6
H -1.11876 -0.06787 3.06199 -0.4 -0.9 -0.4
F -0.73483 1.63420 -1.64534 -0.9 0.6 0.3
N 1.26720 0.76414 0.49115 0.4 0.0 -2.0
H 2.37954 -0.20479 -1.96390 0.9 2.7 -0.3
C -1.85240 -0.45340 1.01254 -2.0 0.5 2.3
N -1.15454 0.32518 0.11953 3.5 -0.8 -2.4
H 3.00946 -1.56342 -1.08916 -1.1 -0.1 -0.8
H -3.65712 1.15396 -2.07560 0.4 0.3 0.0
H -0.02724 -0.83808 1.99002 1.6 -0.7 -0.1
C 2.70070 0.74416 0.63170 -0.6 -0.7 3.6
H 3.01414 -0.26204 0.66946 0.4 -1.3 0.9
H 2.95109 1.33504 1.55970 -0.2 -1.1 -0.8
N 0.84403 -1.12352 -1.00446 2.4 1.0 -1.2
C 0.69122 1.95556 1.11848 0.2 -0.3 1.5
H -1.69116 -0.02757 -1.96218 -0.2 0.5 1.2

***

31
Properties=species:S:1:pos:R:3:forces:R:3 method="wB97M-V/def2-TZVPD" charge=0 e_homo_ev=-5.46 de_lowest_kj_mol=229.1 mol_weight_g_mol=269.17
H -5.53395 31.95516 -3.61242 -0.4 0.2 -0.2
C -7.43067 28.70051 -3.90311 1.8 0.1 -0.4
C -7.54771 30.16403 -4.32997 -1.9 0.2 1.2
C -6.03621 32.40985 -2.75856 0.3 -1.6 0.5
H -6.72834 32.51587 -0.32328 0.2 -0.1 -0.1
H -8.31099 31.85534 -0.37279 -0.5 0.1 -0.6
H -8.07705 34.52175 -1.17239 0.8 0.0 0.0
H -7.83015 26.71764 -4.65804 0.5 -0.1 0.0
H -6.10290 34.51622 -2.96984 -0.3 0.1 0.3
N -7.01080 31.40015 -2.11924 0.8 1.8 0.3
H -7.15912 27.83922 -5.88104 0.3 0.0 0.2
C -7.88120 33.65424 -1.80262 -0.7 -1.6 0.3
H -8.91072 30.56702 -2.54404 0.1 -0.5 -0.4
H -8.89288 33.36141 -2.08340 -0.1 0.8 -1.2
C -8.12165 31.00461 -3.15557 1.7 0.5 0.0
H -6.70983 30.62005 -4.85735 0.5 -0.1 0.6
C -6.80411 33.68175 -2.97643 -0.8 0.2 0.8
H -7.12157 29.78336 -0.99036 0.8 -0.9 0.4
H -5.28275 32.43012 -1.97117 0.2 0.7 -0.1
H -8.28725 30.29714 -5.11954 -0.5 -0.4 0.0
I -6.66312 34.30773 -8.35959 0.0 -0.2 0.4
H -5.52875 30.61321 -0.66916 -0.6 0.7 0.1
C -7.78343 27.75429 -4.99159 -1.2 -1.0 -1.0
H -8.78854 27.90816 -5.38425 -0.2 0.3 0.1
H -7.89385 28.43635 -2.95243 -0.5 0.4 -0.1
H -6.37137 28.52734 -3.71341 0.2 -0.1 0.2
C -6.24721 30.27563 -1.41611 -1.3 0.2 -0.7
H -8.50611 31.93215 -3.57978 0.2 0.1 0.4
H -7.27294 33.70054 -3.96028 -0.1 0.0 0.0
C -7.56859 32.35156 -0.99787 1.5 0.2 -0.7
H -5.63119 29.65906 -2.07068 -0.7 0.0 -0.4

***

47
Properties=species:S:1:pos:R:3:forces:R:3 method="wB97M-V/def2-TZVPD" charge=-2 e_homo_ev=-2.39 de_lowest_kj_mol=0.0 mol_weight_g_mol=397.22
C -0.13603 -0.10058 -4.06055 1.0 1.4 -1.3
H -1.23936 -5.90693 1.14958 0.2 0.1 0.1
H -2.81345 -0.42272 -0.79412 0.3 0.0 0.2
H 0.14302 -2.04627 -3.09596 0.4 0.3 0.1
N 5.12751 5.68843 7.90242 0.7 -2.9 -4.2
H 0.40916 -0.50906 -2.10471 0.2 -0.9 0.2
O 1.38071 6.00014 -1.68357 -1.7 0.0 -2.1
C -1.70944 -4.30510 -0.33615 1.3 -1.2 1.5
C -2.41554 -0.61786 -3.64664 -0.9 -1.8 0.7
C -1.88521 -0.11906 -1.27812 0.6 -0.4 -0.5
H -1.36612 -2.13785 0.06463 0.1 -0.3 -0.1
C -0.14120 -1.01247 -2.89956 -1.0 -0.2 1.5
H -1.62404 0.43170 -5.45758 -0.6 -0.6 0.0
O -3.11620 4.11428 5.81034 -0.2 2.1 1.0
H 0.28459 -0.55682 -4.95666 0.1 -0.1 0.2
H -1.85163 1.36846 -4.09682 0.7 0.1 0.6
H -3.00723 -2.39535 -1.87637 -0.3 -1.0 0.1
N 2.42172 6.12222 -1.07909 0.5 2.6 2.4
O -3.03957 2.20316 4.99168 -1.9 -3.4 -0.7
H -2.68930 -1.54378 -4.15242 0.4 0.0 -0.6
H -0.20841 -3.05482 -1.02374 0.4 0.6 0.7
H -1.39505 -4.98777 -1.12558 0.3 0.0 -0.2
O 4.81094 -2.12765 0.47083 0.7 -0.4 -2.9
H -1.69292 -3.23895 -2.81313 -0.1 0.2 -0.1
H -3.38049 -0.26351 -3.28411 0.2 0.4 0.1
O 5.11822 5.09908 8.94207 -0.3 -0.4 3.9
O 2.84796 5.16759 -0.43680 1.3 -1.7 0.6
H -1.99272 0.89959 -1.65081 0.0 -0.2 -0.4
Li 2.66689 3.05534 3.14827 0.0 0.2 0.1
N -2.49413 3.24565 5.23571 1.8 0.0 -0.8
H -1.54652 -4.27449 1.81471 0.2 -0.3 0.3
O 2.95466 7.27493 -0.91190 -0.2 -1.2 -0.9
C -1.24082 -2.88730 -0.71686 -0.2 -1.7 -0.7
N -1.61077 -1.11074 -2.41654 0.7 1.3 -1.0
O 4.85459 -3.19145 2.27022 0.2 -2.3 2.3
H 0.03010 -4.59685 1.09452 0.0 -0.2 -0.2
C -1.54218 0.36046 -4.37300 -0.7 0.5 -0.4
H -2.78543 -4.47717 -0.30897 -0.2 0.5 0.3
O 3.78517 -1.32983 2.08256 -1.8 1.0 2.1
C -1.03045 -4.84269 1.04080 -1.5 1.3 -1.6
O -1.29531 3.35670 4.84756 0.3 1.1 0.3
O 4.94700 4.98125 6.85880 -0.8 -0.4 -0.7
H 0.48125 0.76992 -3.83858 0.1 -0.1 -0.1
N 4.45647 -2.25284 1.63657 0.7 1.7 -1.7
C -1.93580 -2.54903 -2.00497 -1.0 2.4 0.4
O 5.45815 6.82479 7.71439 0.4 3.6 0.9
H -0.99283 -0.10472 -0.65237 -0.5 -0.2 0.4

***

33
Properties=species:S:1:pos:R:3:forces:R:3 method="wB97M-V/def2-TZVPD" smiles="CC[C@@]1(C)NC(=O)[C@@](C)(CC)N1[NH3+]" charge=+1 e_homo_ev=-13.13 de_lowest_kj_mol=284.2 mol_weight_g_mol=186.28
H -0.95372 -1.86360 -1.67446 -0.4 0.1 0.1
H 0.20733 -1.49879 2.05661 -0.5 -0.8 -1.1
C 2.33255 -0.04715 0.85428 0.5 0.8 -1.5
H 3.27714 0.14367 0.15139 -1.9 0.1 2.0
C 1.00580 0.71659 -1.26417 0.9 1.9 1.6
H 2.54779 -0.93785 1.41960 0.3 -0.6 0.2
C -1.84509 1.81023 0.99838 -0.8 0.8 -0.9
C -1.22047 0.11831 -0.74825 1.0 -3.1 1.1
H -0.63782 1.50725 -2.26818 0.9 -1.1 1.3
C 1.23075 -0.35910 -0.17307 0.0 1.4 -1.1
H -1.35089 -1.78326 1.36345 1.7 0.8 0.0
H -1.39779 2.60284 0.39987 0.5 0.6 1.1
H 2.73995 -1.00188 -1.43329 -1.9 -1.9 0.3
C -2.34916 0.89863 -0.10877 2.3 1.7 -0.1
N -0.28064 0.84042 -1.53120 -3.3 1.2 -1.0
N -0.30364 -1.67053 1.14596 -2.1 -1.6 -0.3
H 1.15768 0.80737 2.58518 0.3 -0.1 -0.5
H -0.15562 -2.68583 0.70512 0.6 2.4 0.8
H -2.80466 1.54195 -0.87216 -0.2 -0.5 0.0
H 1.17640 -1.14310 -2.14000 -1.1 0.3 -1.9
C 1.92637 1.07936 1.83766 0.7 -0.4 -0.3
N -0.09399 -0.46555 0.37853 -1.5 1.0 -0.5
H 1.32387 -2.35796 -1.01162 1.0 -0.9 0.3
C 1.62916 -1.35153 -1.23290 3.1 -0.2 0.8
H -1.15732 1.29522 1.64089 0.4 0.1 0.3
H -2.63079 -1.50271 -0.96540 0.5 -0.4 0.0
H -2.12738 -0.78945 -2.41802 -0.1 0.1 -0.8
H -2.70952 2.17204 1.58629 0.6 0.1 -0.3
H 2.80200 1.43363 2.36848 0.2 -0.2 0.3
H -3.01962 0.29438 0.36681 -2.1 -2.1 0.4
O 1.82222 1.38030 -1.82855 1.6 0.1 -0.3
C -1.73679 -1.12203 -1.47787 -0.4 0.3 0.4
H 1.59589 1.93816 1.28940 -0.5 0.5 -0.4

***

| no. | frontier orbital gap (hartree) | E (eV) |
| --- | --- | --- |
| 1 | 0.3343 | -47150.640 |
| 2 | 0.1595 | -164829.442 |
| 3 | 0.1924 | -329437.887 |
| 4 | 0.0619 | -51341.361 |
| 5 | 0.3885 | -19552.903 |
| 6 | 0.1781 | -19245.513 |
| 7 | 0.1473 | -41866.010 |
| 8 | 0.3407 | -16165.959 |